Entry one
# C25H32N2O3

The molecule C25H32N2O3 (the ωB97M-V functional and the def2-TZVPD basis, OMol25).

Element x y z (Å)
O  0.04848  3.69271  1.15578
O  4.65786  -2.19007  1.23325
O  0.99750  0.99758  -2.29398
N  -0.05011  0.21121  -0.42936
N  1.72821  3.21993  -0.28025
C  -5.70633  0.39320  1.79439
C  -3.17198  0.78226  -0.98961
C  5.28826  -2.85961  0.16857
C  -4.07096  -1.21190  0.25112
C  0.86580  -0.85484  -0.11754
C  4.41330  -0.18242  -0.13563
C  -0.33187  -2.54161  -1.58801
C  0.09681  1.03575  -1.47583
C  -1.04219  2.05358  -1.45070
C  -0.98544  -3.91639  -1.64938
C  -0.48296  3.45990  -1.18436
C  3.29813  1.71940  0.85174
C  -1.98918  1.53519  -0.35838
C  -1.10638  0.59898  0.47584
C  -4.89552  0.95714  0.82665
C  0.43861  3.46511  0.02739
C  0.21135  -2.23576  -0.19470
C  3.13942  0.99298  2.02584
C  4.24830  -0.90516  1.04077
C  -4.06763  0.16151  0.04394
C  3.94282  1.11642  -0.21832
C  3.61191  -0.29926  2.12508
C  2.76921  3.12383  0.72422
C  -4.88162  -1.77917  1.21913
C  -5.70035  -0.97720  1.99444
H  -2.36456  2.35034  0.26192
H  -1.53176  2.06732  -2.42896
H  -1.30891  4.14725  -0.99538
H  6.22132  -2.36611  -0.12179
H  2.32646  3.45790  1.66507
H  3.49518  -0.86847  3.03394
H  -2.78216  0.00650  -1.65265
H  3.58241  3.80654  0.44841
H  -1.06169  -1.77809  -1.86573
H  -3.44082  -1.84502  -0.35839
H  0.96131  -2.98012  0.07965
H  2.63945  1.44523  2.86972
H  4.90404  -0.61570  -0.99255
H  0.06751  3.79593  -2.06412
H  -1.65682  -0.27357  0.83277
H  -0.26446  -4.69278  -1.40278
H  1.95412  2.88306  -1.20495
H  -1.80923  -3.98212  -0.94100
H  -1.37367  -4.11258  -2.64601
H  1.27616  -0.69424  0.88508
H  4.08167  1.66287  -1.13980
H  -4.87507  -2.84952  1.36679
H  0.48361  -2.48852  -2.31194
H  -0.59823  -2.30003  0.53601
H  1.67903  -0.78471  -0.84457
H  -3.74856  1.48729  -1.59377
H  -4.90750  2.02636  0.67149
H  4.63076  -2.93608  -0.70360
H  -0.68354  1.12114  1.34274
H  -6.33439  -1.41823  2.74922
H  -6.34678  1.02359  2.39364
H  5.51163  -3.85872  0.53946

Summary:
Orbital gap: 9.291 eV
SMILES string: CCCCN1C[C@H](Cc2ccccc2)[C@@H](CC(=O)NCc2ccc(OC)cc2)C1=O



Entry two
# C25H32N2O3

The molecule C25H32N2O3 (the ωB97M-V functional and the def2-TZVPD basis, OMol25).

Element x y z (Å)
O  0.96170  2.23200  -0.54208
O  3.13526  -2.32491  -0.05215
O  2.79480  3.95047  0.87497
N  5.33184  -1.84682  0.15511
N  -2.80713  0.65914  -1.34874
C  -6.10267  -2.29555  0.39756
C  -6.65570  -3.68912  0.37515
C  7.01444  -3.65462  0.68797
C  2.12664  1.73398  -0.02900
C  -4.81297  -0.55440  -0.66650
C  1.55899  4.57671  0.60954
C  5.78101  -3.18644  -0.02175
C  -3.98627  -0.04827  -1.81798
C  2.98825  2.62369  0.64765
C  -6.11747  0.74884  2.64828
C  4.57509  0.82057  1.00532
C  -5.32644  -1.83965  -0.66290
C  -5.83859  -0.14804  1.47934
C  -5.07581  0.28626  0.40888
C  -1.88498  -0.23143  -0.66857
C  4.01911  -1.50662  0.13314
C  -2.13353  1.37281  -2.41443
C  2.52225  0.41173  -0.15802
C  -0.01090  1.35882  -1.09476
C  -1.01457  2.23574  -1.84064
C  7.03132  -3.45667  -0.80211
C  3.73513  -0.05973  0.33576
C  -6.34899  -1.44211  1.45976
C  4.19246  2.13731  1.15310
C  -0.76080  0.56846  -0.02145
H  7.57830  -2.61163  -1.19299
H  7.03314  -4.66017  1.07729
H  4.82166  2.83962  1.67710
H  -7.19099  0.85509  2.79916
H  1.89718  -0.31026  -0.65780
H  -3.72155  -0.88708  -2.48762
H  -7.35960  -3.80241  -0.44902
H  1.33089  4.59031  -0.45760
H  -5.68784  1.73494  2.49250
H  -4.66222  1.28326  0.39885
H  -7.17133  -3.91951  1.30395
H  7.06170  -4.32598  -1.43965
H  -5.69460  0.32555  3.55893
H  4.93729  -3.85642  -0.12132
H  7.55027  -2.94266  1.29782
H  5.50345  0.49306  1.44854
H  -0.51167  2.78066  -2.64065
H  -2.43944  -0.77408  0.09984
H  -1.43435  2.95780  -1.13967
H  -1.18527  1.27323  0.69548
H  -6.94745  -1.78534  2.29252
H  6.03392  -1.13046  0.24427
H  -2.86312  2.01290  -2.91747
H  -5.85571  -4.41382  0.23062
H  -5.12440  -2.50144  -1.49398
H  -1.45321  -0.97252  -1.36791
H  -4.58823  0.66165  -2.39647
H  -0.08669  -0.10326  0.51095
H  0.46282  0.67139  -1.81033
H  0.74004  4.09445  1.14715
H  1.67861  5.59835  0.97092
H  -1.71220  0.67836  -3.16679

Summary:
Orbital gap: 8.929 eV
SMILES string: COc1ccc(C(=O)NC2CC2)cc1OC1CCN(Cc2cc(C)cc(C)c2)CC1



Which structure loses on stability? entry two does.



Entry one
# C5H8N4O2

The molecule C5H8N4O2 (the ωB97M-V functional and the def2-TZVPD basis, OMol25).

Element x y z (Å)
O  1.88968  1.53328  -0.25424
O  3.02387  -0.28455  0.20758
N  2.03823  0.34339  -0.00703
N  -0.91690  1.41228  -0.41200
N  -1.25365  -0.93683  0.02268
N  0.81704  -1.74166  0.07328
C  -1.85204  2.04170  0.53289
C  -2.71315  -0.81093  -0.26718
C  0.85625  -0.42553  -0.06648
C  -0.44803  -2.05851  0.19700
C  -0.40671  0.13225  -0.07414
H  -2.11643  3.08533  0.17862
H  -3.06302  -1.90981  -0.35311
H  -1.56291  2.08672  1.61507
H  -0.91859  -3.01810  0.27724
H  -0.06834  1.99487  -0.74645
H  -3.37962  -0.25924  0.56533
H  -2.75660  -0.29554  -1.30341
H  -2.85381  1.51176  0.46886

Summary:
Orbital gap: 8.951 eV
SMILES string: CNc1c([N+](=O)[O-])ncn1C



Entry two
# C5H8N4O2

The molecule C5H8N4O2 (the ωB97M-V functional and the def2-TZVPD basis, OMol25).

Element x y z (Å)
O  2.53904  -1.68952  -0.26244
O  -3.51118  -0.61012  -0.69161
N  -2.20799  0.97177  0.24931
N  1.78114  1.73034  -0.46700
N  2.64946  0.57103  -0.52962
N  -0.86154  1.16656  0.42409
C  1.00674  -0.49903  1.04619
C  -1.22795  -1.10756  -0.01557
C  -0.33927  -0.21301  0.39805
C  -2.42082  -0.37993  -0.23992
C  2.11023  -0.60729  -0.02965
H  1.95658  2.17844  0.48601
H  0.87818  -1.57443  1.49744
H  3.08536  0.72203  -1.43482
H  -0.59791  1.59368  1.38026
H  1.21781  0.25705  1.85974
H  -2.70635  1.66336  -0.22700
H  0.75237  1.57945  -0.72796
H  -1.10998  -2.25948  0.10672

Summary:
Orbital gap: 9.370 eV
SMILES string: NNC(=O)Cc1cc(=O)[nH][nH]1



Which structure loses on stability? entry one does.